{"formula": "C29H37N3OP2Pt", "method": "ωB97M-V with the def2-TZVPD basis set", "symbols": ["Pt", "N", "P", "C", "C", "C", "C", "C", "C", "C", "C", "C", "C", "C", "C", "C", "C", "C", "C", "C", "N", "H", "H", "H", "H", "H", "H", "H", "H", "H", "H", "H", "H", "H", "H", "H", "O", "C", "C", "C", "C", "C", "C", "N", "H", "H", "H", "H", "H", "H", "H", "C", "C", "P", "C", "C", "C", "C", "H", "H", "H", "H", "H", "H", "H", "H", "H", "H", "H", "H", "H", "H", "H"], "positions_angstrom": [[0.416, 0.375, -0.771], [2.627, 0.546, 1.254], [1.046, -0.063, 1.281], [1.177, -1.849, 1.456], [1.640, -2.631, 0.387], [1.903, -3.978, 0.564], [1.710, -4.567, 1.807], [1.277, -3.802, 2.878], [1.019, -2.447, 2.712], [0.325, 0.549, 2.786], [0.947, 1.544, 3.540], [0.360, 1.989, 4.715], [-0.848, 1.452, 5.137], [-1.473, 0.459, 4.389], [-0.886, 0.002, 3.221], [3.305, 0.394, 0.061], [4.695, 0.434, -0.035], [5.271, 0.276, -1.271], [4.461, 0.068, -2.392], [3.107, 0.021, -2.213], [2.515, 0.191, -1.005], [3.175, 0.545, 2.103], [1.803, -2.191, -0.586], [2.260, -4.568, -0.270], [1.914, -5.622, 1.946], [1.146, -4.255, 3.852], [0.709, -1.865, 3.569], [1.874, 1.995, 3.209], [0.844, 2.763, 5.298], [-1.305, 1.802, 6.055], [-2.412, 0.039, 4.724], [-1.376, -0.785, 2.659], [5.295, 0.591, 0.852], [6.348, 0.311, -1.371], [4.879, -0.060, -3.380], [2.441, -0.146, -3.044], [0.140, 0.120, -2.998], [0.028, -1.204, -3.563], [-0.723, -2.087, -2.605], [-1.249, -3.286, -3.060], [-1.917, -4.099, -2.165], [-2.052, -3.678, -0.851], [-1.492, -2.474, -0.486], [-0.820, -1.680, -1.338], [0.628, 0.693, -3.599], [1.021, -1.608, -3.770], [-0.514, -1.123, -4.504], [-1.142, -3.572, -4.100], [-2.338, -5.042, -2.492], [-2.580, -4.274, -0.120], [-1.580, -2.116, 0.532], [-1.819, 4.157, -2.821], [-0.852, 3.027, -2.447], [-1.341, 2.043, -0.978], [-2.941, 1.338, -1.468], [-3.609, 0.502, -0.380], [-1.818, 3.376, 0.185], [-1.668, 3.193, 1.677], [-1.436, 4.703, -3.684], [-1.948, 4.878, -2.017], [-2.804, 3.776, -3.095], [0.152, 3.411, -2.252], [-0.781, 2.343, -3.291], [-2.794, 0.776, -2.394], [-3.577, 2.189, -1.721], [-3.064, -0.417, -0.186], [-4.623, 0.233, -0.678], [-3.689, 1.054, 0.560], [-2.859, 3.600, -0.064], [-1.248, 4.252, -0.129], [-2.167, 2.299, 2.047], [-2.094, 4.053, 2.194], [-0.621, 3.130, 1.943]], "atomic_forces_ev_per_a": [[-0.0930, 0.4722, -0.4882], [0.1475, -0.0156, 0.0628], [-0.3699, 0.5128, -0.0048], [0.2097, -0.2862, 0.1700], [-0.0265, 0.0008, 0.0953], [-0.0367, 0.0440, -0.0048], [0.0221, -0.0314, 0.0016], [-0.0387, 0.0488, 0.0154], [0.0226, -0.0679, -0.1117], [0.0080, 0.0958, 0.1642], [-0.0428, 0.0461, -0.0113], [-0.0054, 0.0181, -0.0010], [-0.0079, -0.0208, -0.0092], [0.0570, 0.0177, -0.0057], [-0.1448, 0.0988, -0.0192], [-0.2853, -0.0425, 0.1510], [-0.0239, 0.0625, 0.0268], [0.1288, 0.0054, -0.1022], [0.0757, -0.0069, 0.0508], [-0.0991, 0.0668, 0.2402], [0.5348, -0.2188, -0.2739], [0.0917, -0.0616, -0.0020], [-0.0408, 0.0096, -0.0264], [-0.0034, 0.0023, 0.0265], [-0.0071, 0.0220, -0.0120], [0.0021, 0.0177, -0.0203], [0.0096, -0.0183, -0.0131], [-0.0300, 0.0039, 0.0002], [-0.0118, -0.0391, -0.0198], [0.0224, -0.0014, -0.0367], [0.0310, -0.0007, -0.0224], [0.0352, 0.0428, -0.0372], [-0.0297, -0.0077, -0.0213], [-0.0504, -0.0084, -0.0134], [0.0123, -0.0015, 0.0396], [0.0797, -0.0456, 0.0065], [-0.1104, 0.2059, -0.0314], [-0.1257, 0.1717, 0.0521], [0.0784, 0.0771, 0.1777], [-0.0339, -0.0321, -0.0866], [-0.0493, -0.0854, -0.0322], [-0.0404, -0.1164, 0.0233], [0.2045, 0.3135, -0.1584], [-0.3832, -0.6497, -0.1928], [-0.0695, 0.0633, -0.0665], [0.0644, -0.0556, 0.0462], [-0.0114, -0.0408, -0.0490], [-0.0001, 0.0224, 0.0406], [0.0077, 0.0319, 0.0213], [0.0094, 0.0201, -0.0170], [0.0599, 0.0120, 0.0484], [0.0055, 0.0237, -0.0373], [-0.0248, 0.0622, -0.0840], [0.1013, -0.4870, 0.3562], [-0.1428, 0.0194, -0.0203], [-0.0864, 0.0850, 0.0598], [-0.0095, 0.1561, -0.0813], [-0.0550, -0.1236, 0.1799], [0.0269, -0.0550, 0.0250], [0.0094, 0.0123, -0.0312], [0.0565, -0.0110, 0.0176], [-0.0135, 0.0696, 0.0036], [0.0258, -0.0823, -0.0375], [0.0059, -0.1279, 0.0643], [-0.0491, -0.0169, -0.0417], [0.0791, -0.0281, 0.0024], [0.0254, -0.0180, -0.0130], [0.0127, -0.0012, -0.0767], [-0.0151, -0.0098, -0.0478], [0.0800, -0.0059, 0.0524], [-0.0322, -0.0352, 0.0041], [0.0179, -0.0323, -0.0087], [0.2381, -0.0456, 0.1440]], "homo_lumo_gap_ev": 7.7403, "homo_energy_ha": -0.508, "charge": 2, "energy_ev": -59004.44895, "de_lowest_kcal_mol": 22.22}